Molecular formula: C5H11NO4
Method: DFT, ωB97M-V/def2-TZVPD

CARTESIAN COORDINATES (ANGSTROEM)
C (1.098947, 0.344614, -0.401269)
C (-0.012752, -0.015836, -1.308925)
C (-1.206749, -0.933025, 0.599613)
C (-0.308804, 1.429459, 1.488258)
C (0.380476, 0.173066, 0.981499)
N (0.127616, -1.019226, -2.143366)
O (2.118470, -0.596284, -0.453914)
O (1.541480, 1.645346, -0.729784)
O (-2.470442, -0.511973, 0.100172)
O (1.033276, -0.581113, 1.774858)
H (2.094020, -0.941268, 0.489626)
H (2.302202, 1.836203, -0.166129)
H (-2.625545, -0.896871, -0.767684)
H (-0.860737, 0.646040, -1.402569)
H (-0.606954, -1.328477, -2.758789)
H (0.978454, -1.567218, -2.062088)
H (-1.310529, -1.012964, 1.677631)
H (-0.864763, -1.892089, 0.201189)
H (0.447562, 2.177838, 1.733972)
H (-0.992125, 1.857449, 0.754301)
H (-0.863102, 1.186329, 2.393396)

Force components x, y, z for each atom (eV/Å):
C 0.268 0.010 0.225
C 0.057 -0.331 -0.083
C 0.442 0.399 -0.066
C 0.078 -0.080 -0.070
C -0.307 -0.198 -0.234
N -0.032 0.230 0.326
O -0.274 0.206 -0.046
O -0.091 -0.270 0.052
O 0.073 -0.029 -0.119
O -0.012 0.030 -0.158
H -0.067 0.023 0.029
H -0.040 -0.031 -0.024
H -0.007 -0.003 0.088
H -0.074 -0.013 0.038
H 0.032 0.065 0.036
H -0.024 0.060 0.046
H 0.035 -0.015 0.005
H -0.043 -0.012 -0.006
H -0.023 -0.013 0.003
H -0.002 -0.008 -0.012
H 0.011 -0.020 -0.030

Values from the calculation:
- multiplicity = 1
- molar mass (Da) = 149.15
- lowest unoccupied orbital energy (eV) = -0.1
- DFT total energy (a.u.) = -552.7207
- orbital gap (eV) = 7.55

=====

Molecular formula: C5H11NOS
Method: DFT, ωB97M-V/def2-TZVPD

CARTESIAN COORDINATES (ANGSTROEM)
C (-0.554945, 0.171580, 1.419223)
C (0.873009, 0.184128, 1.795711)
C (1.806355, 0.066610, 0.563435)
S (1.514607, 1.494597, -0.487237)
C (-1.203395, -1.052723, 1.144190)
N (-2.403077, -1.050288, 0.296945)
C (-2.229726, -0.189687, -0.883368)
O (-0.638015, -2.131422, 1.387029)
H (3.121226, 1.516705, -4.633503)
H (-1.075066, 1.110909, 1.355018)
H (1.040990, -0.552713, 2.609504)
H (1.100288, 1.171699, 2.259280)
H (1.496097, -0.928945, 0.152994)
H (2.812958, -0.150756, 0.934592)
H (3.226328, 2.177706, -4.315593)
H (-2.550577, -2.007505, -0.011710)
H (-1.548301, 0.610654, -0.580218)
H (-3.109139, 0.282344, -1.299913)
H (-1.679616, -0.722895, -1.706378)

Force components x, y, z for each atom (eV/Å):
C 0.009 0.773 0.479
C 0.472 0.996 1.423
C -1.052 -1.690 0.727
S 0.213 -0.036 -0.357
C -0.016 -1.578 -2.019
N 0.807 0.187 0.535
C 1.442 -0.017 -0.335
O -0.923 0.279 0.298
H 0.004 -0.009 -0.026
H -0.173 0.067 -0.112
H 0.125 -0.129 -0.649
H -0.201 -0.476 -0.298
H 0.217 0.756 -0.352
H 0.278 0.591 -0.165
H -0.006 0.005 0.028
H 0.049 0.105 0.433
H -0.140 0.032 -0.406
H -0.596 -0.229 0.195
H -0.509 0.372 0.600

Values from the calculation:
- total charge = -1
- <S²> = 0.759
- multiplicity = 2
- molar mass (Da) = 133.22
- lowest unoccupied orbital energy (alpha / beta) (eV) = 3.9 / 2.7
- DFT total energy (a.u.) = -725.2382
- orbital gap (alpha / beta) (eV) = 6.67 / 5.45

=====

Molecular formula: C5H11NOS
Method: DFT, ωB97M-V/def2-TZVPD

CARTESIAN COORDINATES (ANGSTROEM)
C (-1.009229, 0.946194, 0.036226)
C (-0.365344, -0.560691, 0.121135)
C (-0.386196, -1.362259, -1.202828)
C (-1.097260, -1.490587, 1.174463)
C (2.017708, 1.883120, -0.235942)
N (-0.508291, 1.700535, 1.118720)
O (0.893152, -0.367602, 0.611089)
S (1.005796, 1.325439, 1.201104)
H (-0.579898, 1.423111, -0.865000)
H (-2.156902, 0.817148, -0.066969)
H (0.441111, -2.047494, -1.090605)
H (-0.349517, -0.830041, -2.106964)
H (-1.261960, -1.963542, -1.271574)
H (-1.299344, -1.048412, 2.137032)
H (-0.427876, -2.427340, 1.375177)
H (-1.889271, -1.910665, 0.627263)
H (1.839332, 1.262184, -1.051040)
H (3.081798, 1.708807, -0.005803)
H (2.052190, 2.942095, -0.505484)

Force components x, y, z for each atom (eV/Å):
C -1.368 -1.663 -1.955
C -2.753 0.008 0.791
C 0.628 0.069 1.634
C 2.624 -0.971 -0.675
C 1.379 0.399 0.802
N 0.943 -0.521 1.264
O 2.626 1.908 0.642
S -0.457 -0.376 -0.056
H -0.640 -0.584 -0.463
H 1.849 0.696 0.430
H 0.358 -0.245 -0.440
H 0.509 1.083 -1.100
H -0.814 -0.407 0.116
H -0.362 0.334 0.049
H -0.791 1.764 -0.347
H -1.818 -0.314 0.089
H -0.602 -0.819 -1.610
H -0.381 -0.336 0.491
H -0.929 -0.027 0.338

Values from the calculation:
- multiplicity = 1
- molar mass (Da) = 133.22
- lowest unoccupied orbital energy (eV) = 0.8
- DFT total energy (a.u.) = -725.1841
- orbital gap (eV) = 9.59

=====

Molecular formula: C5H11NOS
Method: DFT, ωB97M-V/def2-TZVPD

CARTESIAN COORDINATES (ANGSTROEM)
C (-1.184040, -0.406660, -0.503505)
C (-0.911413, 0.637577, -1.489645)
C (0.267480, 1.435150, -1.018827)
S (1.711066, 0.414300, -1.003994)
C (-1.210490, -0.053766, 0.907769)
N (-0.891246, -1.141318, 1.771880)
C (0.404109, -1.788475, 1.639805)
O (-1.368654, 1.048742, 1.394764)
H (3.294677, -2.372198, -3.487769)
H (-1.497350, -1.429088, -0.655685)
H (-1.749142, 1.337847, -1.472716)
H (-0.724970, 0.190209, -2.464463)
H (0.147693, 1.803357, -0.000170)
H (0.514948, 2.304476, -1.632916)
H (3.270881, -1.636573, -3.403562)
H (-1.079058, -0.795545, 2.698694)
H (0.311566, -2.870011, 1.631369)
H (1.035128, -1.615565, 2.499842)
H (0.939692, -1.512593, 0.740369)

Force components x, y, z for each atom (eV/Å):
C 0.985 0.386 0.560
C -0.304 -0.152 -0.043
C 1.074 0.818 -0.035
S -0.530 -1.133 0.113
C 1.534 -1.175 1.563
N -0.625 0.877 -0.730
C 0.114 -1.147 0.197
O -0.855 0.532 -0.586
H 0.016 -0.038 -0.019
H 0.106 -0.046 -0.657
H -0.582 0.012 -0.451
H -0.196 0.276 -0.119
H -0.535 0.107 -0.090
H -0.244 0.201 -0.033
H -0.021 0.034 0.023
H 0.215 -0.056 0.283
H -0.257 -0.312 -0.207
H 0.182 0.540 0.273
H -0.077 0.277 -0.042

Values from the calculation:
- multiplicity = 1
- molar mass (Da) = 133.22
- lowest unoccupied orbital energy (eV) = -2.9
- DFT total energy (a.u.) = -725.1194
- orbital gap (eV) = 5.29

=====

> Among the records above, which one has the highest molar mass?

C5H11NO4